Molecular formula: C2H4NO2S
Method: DFT, ωB97M-V/def2-TZVPD

Calculated values
net charge = +1
HOMO-LUMO gap (spin up / spin down) = 10.2 / 10.2 eV
total energy = -18546.228 eV
LUMO (spin up / spin down) = -5.7 / -5.7 eV
highest occupied orbital energy (spin up / spin down) = -15.8756 / -15.8765 eV
SMILES string = C#[N+]S(C)(=O)=O

Last column: natural (NBO) charge in e.
Geometry (Å):
C: -0.621 -2.338 -0.236  0.46
N: -0.260 -1.294 -0.198  -0.45
S: -0.591 0.537 -0.133  2.08
C: 0.979 1.317 0.196  -0.82
O: -1.049 0.801 -1.412  -0.76
O: -1.597 0.175 1.260  -0.71
H: -0.788 -3.412 -0.098  0.31
H: 1.700 0.494 0.111  0.29
H: 1.150 1.937 -0.632  0.29
H: 1.077 1.784 1.142  0.31

Molecular formula: C4H11NS2
Method: DFT, ωB97M-V/def2-TZVPD

Calculated values
net charge = 0
HOMO-LUMO gap = 9.1 eV
total energy = -27486.874 eV
LUMO = 0.8 eV
highest occupied orbital energy = -8.2905 eV
SMILES string = CCSSCCN

Last column: natural (NBO) charge in e.
Geometry (Å):
C: 2.955 0.169 -1.016  -0.62
C: 1.757 -0.762 -0.960  -0.55
S: 1.339 -1.200 0.737  0.09
S: -0.585 -1.900 0.620  0.11
C: -1.533 -0.514 -0.059  -0.55
C: -1.575 0.692 0.872  -0.24
N: -2.769 0.671 1.727  -0.82
H: 2.736 1.027 -0.374  0.21
H: 3.096 0.587 -2.014  0.22
H: 3.907 -0.259 -0.713  0.21
H: 1.950 -1.690 -1.502  0.21
H: 0.940 -0.306 -1.509  0.21
H: -2.539 -0.927 -0.150  0.24
H: -1.146 -0.259 -1.042  0.21
H: -1.416 1.635 0.330  0.17
H: -0.743 0.669 1.577  0.21
H: -3.604 0.857 1.171  0.34
H: -2.771 1.510 2.304  0.35

Molecular formula: C31H50AsN3SeSi3Tl
Method: DFT, ωB97M-V/def2-TZVPD

Calculated values
net charge = +1
HOMO-LUMO gap (spin up / spin down) = 6.1 / 6.9 eV
total energy = -191937.358 eV
LUMO (spin up / spin down) = -4.5 / -3.8 eV
highest occupied orbital energy (spin up / spin down) = -10.5676 / -10.7186 eV

Last column: natural (NBO) charge in e.
Geometry (Å):
Tl: 0.106 0.260 0.272  0.72
C: 3.394 -1.693 3.107  -0.61
C: 1.947 -2.171 3.119  -0.23
C: 1.727 -3.178 4.252  -0.60
C: 0.931 -1.043 3.203  -0.04
C: 1.286 0.289 3.392  -0.22
C: 0.320 1.291 3.464  -0.22
C: -1.034 1.002 3.347  -0.02
C: -2.083 2.076 3.442  -0.63
C: -1.393 -0.334 3.156  -0.24
C: -0.432 -1.330 3.085  -0.17
H: 4.065 -2.547 3.020  0.22
H: 3.645 -1.174 4.034  0.21
H: 3.601 -1.020 2.273  0.21
H: 1.764 -2.693 2.171  0.20
H: 1.835 -2.684 5.220  0.21
H: 2.464 -3.979 4.197  0.22
H: 0.737 -3.631 4.217  0.21
H: 2.327 0.565 3.489  0.23
H: 0.633 2.318 3.614  0.22
H: -2.814 1.991 2.638  0.22
H: -1.639 3.069 3.393  0.22
H: -2.627 2.001 4.385  0.24
H: -2.442 -0.595 3.067  0.22
H: -0.748 -2.354 2.921  0.21
Se: 2.870 -1.041 -2.761  1.01
N: 2.315 0.282 -1.700  -0.72
C: 2.816 1.399 -2.197  0.18
C: 2.588 2.711 -1.659  -0.24
C: 3.134 3.773 -2.289  -0.18
C: 3.939 3.628 -3.475  -0.20
C: 4.195 2.415 -4.010  -0.18
C: 3.635 1.252 -3.380  0.07
N: 3.800 0.018 -3.819  -0.59
H: 1.994 2.829 -0.763  0.23
H: 2.973 4.768 -1.894  0.23
H: 4.348 4.516 -3.936  0.23
H: 4.804 2.290 -4.894  0.24
C: -0.268 3.441 -5.411  -1.13
Si: -0.789 1.850 -4.599  1.40
C: 0.406 0.474 -4.996  -1.13
C: -2.523 1.362 -5.082  -1.12
As: -0.691 2.100 -2.254  -0.36
Si: -1.826 4.118 -1.827  1.38
C: -2.260 4.039 -0.008  -1.12
C: -0.647 5.526 -2.150  -1.12
C: -3.376 4.333 -2.838  -1.13
H: -0.154 3.293 -6.487  0.25
H: 0.689 3.788 -5.015  0.25
H: -1.007 4.229 -5.257  0.24
H: 0.322 0.155 -6.037  0.25
H: 0.222 -0.393 -4.358  0.24
H: 1.436 0.802 -4.831  0.24
H: -2.630 1.381 -6.169  0.25
H: -3.265 2.039 -4.659  0.25
H: -2.754 0.351 -4.742  0.24
H: -1.412 3.690 0.585  0.23
H: -3.094 3.353 0.158  0.24
H: -2.554 5.019 0.372  0.25
H: 0.201 5.503 -1.464  0.24
H: -1.168 6.476 -2.012  0.25
H: -0.256 5.499 -3.168  0.24
H: -4.056 3.487 -2.735  0.24
H: -3.156 4.470 -3.898  0.24
H: -3.897 5.227 -2.488  0.25
C: -3.556 -2.510 0.267  -1.11
Si: -3.058 -1.556 -1.254  1.78
C: -3.605 0.214 -1.084  -1.12
C: -3.886 -2.323 -2.735  -1.14
N: -1.287 -1.615 -1.188  -0.86
C: -0.460 -2.525 -1.706  0.21
C: 0.711 -2.891 -0.968  -0.23
C: 1.574 -3.857 -1.425  -0.21
C: 1.358 -4.453 -2.670  -0.15
C: 0.252 -4.089 -3.439  -0.21
C: -0.655 -3.169 -2.967  -0.21
H: -4.626 -2.372 0.434  0.25
H: -3.022 -2.155 1.150  0.24
H: -3.365 -3.579 0.165  0.25
H: -4.691 0.244 -0.978  0.25
H: -3.335 0.821 -1.952  0.24
H: -3.170 0.683 -0.197  0.23
H: -4.965 -2.227 -2.591  0.26
H: -3.664 -3.386 -2.831  0.25
H: -3.638 -1.833 -3.678  0.24
H: 0.865 -2.447 0.009  0.21
H: 2.427 -4.148 -0.827  0.23
H: 2.051 -5.196 -3.040  0.23
H: 0.101 -4.542 -4.410  0.23
H: -1.501 -2.883 -3.572  0.23

Molecular formula: C3H8N2S
Method: DFT, ωB97M-V/def2-TZVPD

Calculated values
net charge = 0
HOMO-LUMO gap = 9.3 eV
total energy = -17052.935 eV
LUMO = 0.8 eV
highest occupied orbital energy = -8.4504 eV
SMILES string = [H]/N=C(\C)NSC

Last column: natural (NBO) charge in e.
Geometry (Å):
H: 3.105 -0.726 0.383  0.33
N: 2.142 -1.096 0.339  -0.66
C: 1.375 -0.115 0.110  0.43
C: 1.647 1.352 0.056  -0.72
N: 0.075 -0.608 -0.323  -0.86
S: -1.240 0.097 -0.546  0.49
C: -2.388 0.027 0.751  -0.82
H: 2.754 1.414 0.143  0.23
H: 1.268 2.039 1.083  0.26
H: 1.585 1.739 -1.028  0.26
H: 0.102 -1.693 -0.631  0.41
H: -2.129 0.580 1.765  0.21
H: -2.589 -0.912 1.081  0.20
H: -3.577 0.362 0.325  0.24

Molecular formula: C6H13N2
Method: DFT, ωB97M-V/def2-TZVPD

Calculated values
net charge = +1
HOMO-LUMO gap = 7.7 eV
total energy = -9402.683 eV
LUMO = -3.5 eV
highest occupied orbital energy = -11.2189 eV
SMILES string = C/C(N)=C\C(C)=C\[NH3+]

Last column: natural (NBO) charge in e.
Geometry (Å):
C: -0.489 2.131 0.997  -0.69
C: 0.664 1.882 0.180  0.35
N: 1.679 2.750 0.129  -0.75
C: 0.901 0.503 -0.067  -0.43
C: 0.125 -0.617 -0.440  0.14
C: -1.465 -0.552 -0.775  -0.66
C: 0.722 -1.950 -0.409  -0.29
N: -0.223 -3.194 -0.407  -0.72
H: -1.258 2.745 0.685  0.25
H: 0.040 2.657 1.788  0.25
H: -0.967 1.270 1.560  0.25
H: 2.596 2.568 -0.360  0.44
H: 1.319 3.698 0.482  0.42
H: 1.992 0.519 -0.442  0.21
H: -1.915 -1.413 -0.283  0.19
H: -1.690 -0.940 -1.847  0.25
H: -1.977 0.337 -0.513  0.25
H: 1.380 -1.944 0.593  0.24
H: -0.759 -3.184 0.475  0.41
H: -1.053 -3.267 -1.084  0.46
H: 0.378 -3.999 -0.262  0.45

Molecular formula: C18H24N4O6
Method: DFT, ωB97M-V/def2-TZVPD

Calculated values
net charge = 0
HOMO-LUMO gap = 7.9 eV
total energy = -37283.180 eV
LUMO = -1.4 eV
highest occupied orbital energy = -9.2749 eV
SMILES string = O=[N+]([O-])c1ccccc1.O=[N+]([O-])c1ccccc1.CN(C)C=O.CN(C)C=O

Last column: natural (NBO) charge in e.
Geometry (Å):
O: -50.424 -16.191 -14.294  -0.43
N: -50.728 -16.288 -13.035  0.48
O: -50.857 -17.373 -12.511  -0.34
C: -51.143 -15.111 -12.328  0.00
C: -51.562 -15.246 -10.894  -0.18
C: -51.944 -14.000 -10.011  -0.20
C: -52.008 -12.626 -10.779  -0.17
C: -51.673 -12.514 -12.134  -0.26
C: -51.348 -13.681 -12.992  -0.14
H: -51.439 -16.192 -10.350  0.23
H: -52.213 -14.089 -8.972  0.23
H: -52.130 -11.629 -10.234  0.24
H: -51.790 -11.428 -12.522  0.25
H: -50.951 -13.768 -14.061  0.27
O: -46.023 -12.830 -15.070  -0.37
N: -47.024 -13.574 -15.351  0.48
O: -48.098 -13.420 -14.758  -0.34
C: -47.182 -14.088 -16.787  0.05
C: -47.995 -15.389 -17.151  -0.22
C: -48.071 -15.963 -18.561  -0.18
C: -47.363 -15.058 -19.601  -0.20
C: -46.744 -13.875 -19.276  -0.25
C: -46.531 -13.275 -17.941  -0.15
H: -48.551 -16.052 -16.244  0.28
H: -48.393 -16.781 -19.048  0.22
H: -47.690 -15.195 -20.761  0.23
H: -46.429 -13.300 -20.221  0.23
H: -45.800 -12.670 -17.673  0.22
C: -53.512 -18.306 -9.701  -0.38
N: -54.226 -17.481 -8.748  -0.43
C: -53.890 -17.709 -7.499  -0.43
C: -55.049 -16.591 -9.161  0.51
O: -55.667 -15.864 -8.353  -0.66
H: -53.742 -19.261 -9.504  0.19
H: -52.509 -18.359 -9.522  0.20
H: -53.800 -17.962 -10.807  0.21
H: -54.414 -17.204 -6.635  0.26
H: -52.954 -17.273 -7.148  0.19
H: -53.915 -18.719 -7.205  0.20
H: -55.259 -16.340 -10.217  0.15
C: -49.495 -9.462 -15.029  -0.43
N: -50.867 -9.100 -14.545  -0.47
C: -52.033 -9.161 -15.422  -0.39
C: -51.055 -8.612 -13.295  0.51
O: -52.097 -8.071 -12.955  -0.62
H: -48.791 -8.667 -14.839  0.21
H: -49.394 -9.690 -16.171  0.22
H: -49.096 -10.483 -14.633  0.22
H: -51.652 -9.650 -16.407  0.21
H: -52.714 -8.071 -15.321  0.22
H: -52.776 -9.602 -15.060  0.18
H: -50.407 -8.942 -12.361  0.13

Molecular formula: C20H20BO2PS
Method: DFT, ωB97M-V/def2-TZVPD

Calculated values
net charge = 0
HOMO-LUMO gap = 8.2 eV
total energy = -45958.511 eV
LUMO = 0.2 eV
highest occupied orbital energy = -7.9602 eV
SMILES string = OC[P@@](=S)(COB(c1ccccc1)c1ccccc1)c1ccccc1

Last column: natural (NBO) charge in e.
Geometry (Å):
O: -3.689 -0.649 2.827  -0.73
C: -3.311 -1.924 2.311  -0.31
P: -2.001 -1.649 0.906  1.24
S: -1.738 -3.481 -0.035  -0.65
C: -2.382 -0.404 -0.300  -0.44
O: -1.527 0.670 -0.240  -0.75
B: -0.494 0.789 -1.261  1.15
C: 0.213 2.190 -1.258  -0.47
C: 1.583 2.266 -1.174  -0.17
C: 2.179 3.454 -0.700  -0.20
C: 1.335 4.566 -0.597  -0.21
C: -0.045 4.472 -0.846  -0.19
C: -0.652 3.279 -1.283  -0.18
C: 0.174 -0.455 -2.054  -0.43
C: 0.295 -0.511 -3.446  -0.19
C: 1.025 -1.527 -3.947  -0.21
C: 1.663 -2.484 -3.196  -0.20
C: 1.575 -2.359 -1.783  -0.18
C: 0.912 -1.336 -1.223  -0.20
C: -0.452 -1.178 1.785  -0.40
C: 0.151 0.034 1.618  -0.22
C: 1.323 0.294 2.272  -0.21
C: 1.839 -0.581 3.192  -0.18
C: 1.240 -1.766 3.477  -0.21
C: 0.026 -2.022 2.817  -0.16
H: -2.936 -0.027 2.822  0.47
H: -4.236 -2.520 2.114  0.24
H: -2.668 -2.349 3.086  0.19
H: -3.425 -0.003 -0.254  0.24
H: -2.237 -0.925 -1.318  0.26
H: 2.228 1.390 -1.192  0.22
H: 3.255 3.557 -0.587  0.22
H: 1.678 5.520 -0.212  0.21
H: -0.615 5.400 -0.863  0.21
H: -1.721 3.197 -1.115  0.22
H: -0.228 0.223 -3.999  0.21
H: 1.138 -1.589 -5.007  0.21
H: 2.005 -3.408 -3.696  0.22
H: 1.931 -3.176 -1.179  0.22
H: 0.902 -1.156 -0.174  0.22
H: -0.148 0.843 0.870  0.27
H: 1.903 1.114 1.984  0.21
H: 2.812 -0.487 3.650  0.21
H: 1.624 -2.327 4.293  0.22
H: -0.504 -2.965 2.914  0.23

Molecular formula: C7H6CsO6
Method: DFT, ωB97M-V/def2-TZVPD

Calculated values
net charge = -1
HOMO-LUMO gap (spin up / spin down) = 3.1 / 3.2 eV
total energy = -20182.645 eV
LUMO (spin up / spin down) = 0.7 / 0.7 eV
highest occupied orbital energy (spin up / spin down) = -2.3597 / -2.4747 eV

Last column: Mulliken charge in e.
Geometry (Å):
O: 2.009 -2.079 -3.906  -0.68
C: 2.324 -1.702 -2.719  -0.12
C: 1.756 -2.086 -1.525  -0.12
C: 2.106 -1.466 -0.241  -0.51
C: 1.287 -1.343 0.814  0.35
O: 1.393 -1.509 2.048  -0.57
H: 3.006 -0.818 -2.640  0.23
H: 0.831 -2.675 -1.551  0.30
H: 2.960 -0.775 -0.219  0.20
C: -1.421 0.516 0.683  0.14
C: -2.546 1.250 -0.032  -0.29
O: -2.173 2.613 -0.162  -0.40
C: -1.178 2.973 0.704  0.71
O: -0.194 2.143 0.487  -0.62
O: -1.509 3.176 1.872  -0.66
O: -1.821 -0.168 1.611  -0.56
H: -3.463 1.224 0.576  0.21
H: -2.639 0.808 -1.035  0.22
Cs: -0.645 0.305 4.840  0.95
H: -0.080 -0.387 0.395  0.21

Repeat the sixth record exactly.
Molecular formula: C18H24N4O6
Method: DFT, ωB97M-V/def2-TZVPD

Calculated values
net charge = 0
HOMO-LUMO gap = 7.9 eV
total energy = -37283.180 eV
LUMO = -1.4 eV
highest occupied orbital energy = -9.2749 eV
SMILES string = O=[N+]([O-])c1ccccc1.O=[N+]([O-])c1ccccc1.CN(C)C=O.CN(C)C=O

Last column: natural (NBO) charge in e.
Geometry (Å):
O: -50.424 -16.191 -14.294  -0.43
N: -50.728 -16.288 -13.035  0.48
O: -50.857 -17.373 -12.511  -0.34
C: -51.143 -15.111 -12.328  0.00
C: -51.562 -15.246 -10.894  -0.18
C: -51.944 -14.000 -10.011  -0.20
C: -52.008 -12.626 -10.779  -0.17
C: -51.673 -12.514 -12.134  -0.26
C: -51.348 -13.681 -12.992  -0.14
H: -51.439 -16.192 -10.350  0.23
H: -52.213 -14.089 -8.972  0.23
H: -52.130 -11.629 -10.234  0.24
H: -51.790 -11.428 -12.522  0.25
H: -50.951 -13.768 -14.061  0.27
O: -46.023 -12.830 -15.070  -0.37
N: -47.024 -13.574 -15.351  0.48
O: -48.098 -13.420 -14.758  -0.34
C: -47.182 -14.088 -16.787  0.05
C: -47.995 -15.389 -17.151  -0.22
C: -48.071 -15.963 -18.561  -0.18
C: -47.363 -15.058 -19.601  -0.20
C: -46.744 -13.875 -19.276  -0.25
C: -46.531 -13.275 -17.941  -0.15
H: -48.551 -16.052 -16.244  0.28
H: -48.393 -16.781 -19.048  0.22
H: -47.690 -15.195 -20.761  0.23
H: -46.429 -13.300 -20.221  0.23
H: -45.800 -12.670 -17.673  0.22
C: -53.512 -18.306 -9.701  -0.38
N: -54.226 -17.481 -8.748  -0.43
C: -53.890 -17.709 -7.499  -0.43
C: -55.049 -16.591 -9.161  0.51
O: -55.667 -15.864 -8.353  -0.66
H: -53.742 -19.261 -9.504  0.19
H: -52.509 -18.359 -9.522  0.20
H: -53.800 -17.962 -10.807  0.21
H: -54.414 -17.204 -6.635  0.26
H: -52.954 -17.273 -7.148  0.19
H: -53.915 -18.719 -7.205  0.20
H: -55.259 -16.340 -10.217  0.15
C: -49.495 -9.462 -15.029  -0.43
N: -50.867 -9.100 -14.545  -0.47
C: -52.033 -9.161 -15.422  -0.39
C: -51.055 -8.612 -13.295  0.51
O: -52.097 -8.071 -12.955  -0.62
H: -48.791 -8.667 -14.839  0.21
H: -49.394 -9.690 -16.171  0.22
H: -49.096 -10.483 -14.633  0.22
H: -51.652 -9.650 -16.407  0.21
H: -52.714 -8.071 -15.321  0.22
H: -52.776 -9.602 -15.060  0.18
H: -50.407 -8.942 -12.361  0.13